Record 1
Here is a molecular structure, C29H22Cl3N4O2PdSTe from the Open Molecules 2025 dataset. Energies are from ωB97M-V/def2-TZVPD.

Output
HOMO (spin up / spin down) = -2.51 / -2.52 eV
Relative energy (zero: lowest compared OMol25 entry of this formula, charge and spin) = 1.2376 eV
Total energy = -99660.5573 eV
Gap between HOMO and LUMO (spin up / spin down) = 0.1764 / 0.1770 Ha

Geometry as ORCA input:
```
! wB97M-V def2-TZVPD RIJCOSX def2/J DEFGRID3
* xyz -1 1
Pd -0.064 -0.323 0.124
C 2.224 -4.550 0.711
O 3.139 -3.508 0.291
C 2.426 -2.355 0.403
N 1.220 -2.415 0.762
C 0.854 -3.827 0.840
C -0.108 -4.225 -0.255
C -0.201 -3.511 -1.442
C -1.036 -3.955 -2.458
C -1.775 -5.119 -2.300
C -1.686 -5.835 -1.113
C -0.860 -5.384 -0.095
C 3.135 -1.095 0.084
C 4.499 -1.079 -0.179
C 5.100 0.136 -0.464
C 4.325 1.284 -0.444
C 2.973 1.168 -0.154
N 2.375 0.001 0.081
C 2.099 2.362 -0.061
N 0.845 2.311 -0.092
C 0.344 3.663 0.122
C 1.638 4.525 0.184
O 2.721 3.566 0.090
C -0.516 3.777 1.352
C -0.738 2.699 2.197
C -1.573 2.838 3.299
C -2.176 4.057 3.575
C -1.945 5.142 2.738
C -1.125 4.997 1.630
H 2.584 -4.963 1.655
H 2.214 -5.326 -0.050
H 0.387 -4.025 1.806
H 0.354 -2.587 -1.562
H -1.129 -3.368 -3.363
H -2.441 -5.450 -3.087
H -2.282 -6.728 -0.969
H -0.810 -5.933 0.841
H 5.056 -2.004 -0.151
H 6.158 0.190 -0.687
H 4.746 2.260 -0.643
H -0.268 3.939 -0.740
H 1.738 5.065 1.124
H 1.728 5.221 -0.650
H -0.285 1.737 1.974
H -1.764 1.977 3.928
H -2.834 4.159 4.430
H -2.417 6.096 2.937
H -0.978 5.837 0.958
Te -1.241 0.163 -2.122
C -2.348 1.848 -1.510
C -3.078 2.029 -0.365
C -3.740 3.290 -0.295
C -3.514 4.068 -1.389
S -2.485 3.253 -2.502
H -3.129 1.274 0.409
H -4.356 3.597 0.540
H -3.889 5.057 -1.605
Cl -3.606 -3.920 1.931
C -3.682 -2.310 1.225
Cl -4.057 -2.668 -0.692
Cl -5.099 -1.402 1.752
C -2.497 -1.594 1.371
N -1.534 -0.923 1.355
*
```

Want to see where the charge sits? The Mulliken charges in e are: 0.23, -0.53, -0.47, -0.10, -0.17, -0.15, 0.27, 0.11, -0.71, -0.45, -0.56, -0.54, 0.44, -0.61, -0.45, -0.70, 0.44, 0.19, -0.13, 0.12, 0.10, -0.40, -0.49, 0.10, -0.02, -0.65, -0.43, -0.63, -0.33, 0.27, 0.36, 0.52, 0.30, 0.36, 0.38, 0.36, 0.40, 0.46, 0.40, 0.47, 0.14, 0.35, 0.30, 0.23, 0.43, 0.37, 0.37, 0.39, -0.20, 0.03, -0.11, -0.68, -0.46, -0.29, 0.25, 0.42, 0.39, -0.14, 0.55, -0.22, -0.14, -0.19, -0.54



Record 2
Here is a molecular structure, C29H22Co2IO8 from the Open Molecules 2025 dataset. Energies are from ωB97M-V/def2-TZVPD.

Output
HOMO (spin up / spin down) = 0.53 / -0.13 eV
Relative energy (zero: lowest compared OMol25 entry of this formula, charge and spin) = 0.0000 eV
Total energy = -130160.2226 eV
Gap between HOMO and LUMO (spin up / spin down) = 0.1166 / 0.1407 Ha

Geometry as ORCA input:
```
! wB97M-V def2-TZVPD RIJCOSX def2/J DEFGRID3
* xyz -2 2
O 3.547 3.106 0.427
C 2.570 2.613 0.807
Co 1.103 1.847 1.391
C 0.177 3.157 2.075
O -0.498 3.932 2.606
C 0.040 1.507 0.039
O -0.713 1.253 -0.802
C 0.993 0.563 2.939
C -0.166 -0.210 2.919
C -1.453 -0.005 3.310
C -2.574 -0.327 2.463
C -3.744 0.474 2.534
C -4.870 0.137 1.800
C -4.847 -0.972 0.947
C -3.672 -1.713 0.797
C -2.537 -1.391 1.538
Co 1.175 -0.855 1.884
C 2.814 -0.510 1.234
O 3.914 -0.390 0.901
C 0.533 -1.641 0.365
O 0.395 -2.239 -0.615
C 1.670 -2.321 2.743
O 2.129 -3.253 3.258
H 1.534 0.782 3.864
H -1.660 0.685 4.137
H -3.718 1.371 3.160
H -5.771 0.743 1.897
H -5.745 -1.247 0.392
H -3.638 -2.555 0.104
H -1.613 -1.967 1.433
C -6.505 -2.187 5.030
C -5.085 -2.207 5.602
C -5.074 -3.051 6.882
C -4.121 -2.802 4.557
C -2.635 -2.669 4.898
O -1.801 -3.389 4.335
C -2.275 -1.644 5.840
I -0.252 -1.366 6.291
C 0.158 -3.250 7.204
C 1.033 -4.148 6.596
C 1.365 -5.345 7.259
C 0.789 -5.622 8.504
C -0.121 -4.725 9.074
C -0.444 -3.522 8.428
C -3.189 -0.664 6.372
O -2.829 0.222 7.161
C -4.638 -0.765 5.903
H -6.553 -1.602 4.098
H -6.843 -3.211 4.815
H -7.200 -1.739 5.755
H -4.069 -3.109 7.312
H -5.755 -2.606 7.620
H -5.426 -4.066 6.654
H -4.354 -3.867 4.413
H -4.295 -2.288 3.597
H 1.451 -3.922 5.616
H 2.069 -6.049 6.804
H 1.058 -6.544 9.028
H -0.584 -4.952 10.030
H -1.142 -2.813 8.866
H -4.750 -0.165 4.981
H -5.293 -0.334 6.673
*
```

Want to see where the charge sits? The Mulliken charges in e are: -0.46, 0.11, 0.08, 0.05, -0.45, -0.02, -0.44, -1.13, 0.26, -0.70, 1.01, -0.40, -0.53, -0.51, -0.93, -0.05, 0.10, 0.32, -0.50, 0.15, -0.46, 0.16, -0.53, 0.36, 0.64, 0.46, 0.37, 0.32, 0.36, 0.32, -2.04, 2.02, -1.81, -0.60, 0.92, -0.78, -0.21, 0.60, 0.03, -0.07, -0.56, -0.37, -0.51, -0.39, 0.59, -0.83, -0.83, 0.33, 0.40, 0.43, 0.29, 0.44, 0.44, 0.54, -0.44, 0.39, 0.38, 0.33, 0.34, 0.40, 0.13, 0.46



Record 3
Here is 2 unconnected molecules or ions with the total composition C29H22F4NOS from the Open Molecules 2025 dataset. Energies are from ωB97M-V/def2-TZVPD.

Output
HOMO = -8.76 eV
Relative energy (zero: lowest compared OMol25 entry of this formula, charge and spin) = 0.0762 eV
Total energy = -55663.4117 eV
Gap between HOMO and LUMO = 0.0786 Ha

Geometry as ORCA input:
```
! wB97M-V def2-TZVPD RIJCOSX def2/J DEFGRID3
* xyz 1 1
F -0.003 -3.916 -4.825
C 0.547 -2.712 -4.435
C 1.917 -2.669 -4.190
C 2.426 -1.427 -3.800
F 3.777 -1.331 -3.551
C 1.642 -0.301 -3.651
C 0.233 -0.355 -3.904
C -0.496 0.849 -3.740
C -1.857 1.138 -4.014
C -2.287 2.491 -3.820
C -3.602 2.850 -4.040
F -3.972 4.161 -3.839
C -4.582 1.947 -4.460
C -4.153 0.638 -4.662
F -5.085 -0.291 -5.079
C -2.846 0.214 -4.469
C -0.296 -1.619 -4.304
H 2.547 -3.544 -4.294
H 2.069 0.651 -3.344
H 0.099 1.704 -3.405
H -1.547 3.220 -3.495
H -5.610 2.247 -4.625
H -2.595 -0.817 -4.663
H -1.351 -1.741 -4.503
C -0.298 2.315 0.277
O 0.270 0.979 0.308
C 0.213 0.295 1.493
C -1.056 -0.325 1.847
C -1.745 0.065 3.013
C -2.868 -0.658 3.417
C -3.338 -1.710 2.623
C -2.720 -2.010 1.402
C -1.600 -1.298 0.988
C 1.368 0.352 2.269
N 1.614 -0.276 3.467
C 0.687 -1.187 4.119
C 2.862 0.008 4.025
C 3.644 0.792 3.174
C 4.951 1.128 3.531
C 5.451 0.689 4.763
C 4.654 -0.081 5.624
C 3.348 -0.431 5.265
S 2.788 1.235 1.716
H -0.261 2.613 -0.774
H -1.338 2.308 0.633
H 0.317 2.983 0.895
H -1.339 0.893 3.602
H -3.353 -0.408 4.365
H -4.199 -2.292 2.954
H -3.103 -2.810 0.765
H -1.084 -1.499 0.046
H 1.277 -1.823 4.781
H -0.047 -0.651 4.737
H 0.165 -1.822 3.393
H 5.534 1.723 2.834
H 6.467 0.952 5.055
H 5.054 -0.412 6.582
H 2.713 -1.024 5.924
*
```

Want to see where the charge sits? The Mulliken charges in e are: -0.29, 0.27, -0.59, 0.24, -0.29, -0.84, 1.08, -0.21, 1.21, -0.84, 0.19, -0.28, -0.57, 0.25, -0.29, -0.83, -0.83, 0.52, 0.47, 0.27, 0.48, 0.51, 0.60, 0.64, -0.58, -0.24, -0.47, 0.20, -0.20, -0.54, -0.52, -0.56, -0.39, 0.65, 0.07, -1.09, 0.46, 0.76, -0.59, -0.59, -0.64, -0.81, -0.30, 0.09, 0.28, 0.31, 0.63, 0.42, 0.40, 0.40, 0.48, 0.36, 0.34, 0.37, 0.39, 0.38, 0.38, 0.31



Record 4
Here is a molecular structure, C29H22GeI2NO2Ti from the Open Molecules 2025 dataset. Energies are from ωB97M-V/def2-TZVPD.

Output
HOMO (spin up / spin down) = -3.26 / -3.25 eV
Relative energy (zero: lowest compared OMol25 entry of this formula, charge and spin) = 1.4061 eV
Total energy = -131847.4621 eV
Gap between HOMO and LUMO (spin up / spin down) = 0.1909 / 0.1907 Ha

Geometry as ORCA input:
```
! wB97M-V def2-TZVPD RIJCOSX def2/J DEFGRID3
* xyz -1 1
Ti -1.261 0.881 -0.273
I -4.358 4.356 -2.355
C -4.303 2.286 -2.490
C -5.312 1.602 -3.203
C -5.293 0.244 -3.305
I -6.844 -0.688 -4.356
C -4.256 -0.521 -2.706
C -4.144 -1.930 -2.743
C -3.114 -2.528 -2.098
C -2.156 -1.759 -1.411
N -2.212 -0.453 -1.368
C -3.259 0.176 -1.998
C -3.273 1.617 -1.863
O -2.340 2.200 -1.160
H -6.114 2.167 -3.659
H -4.881 -2.519 -3.274
H -3.011 -3.605 -2.106
H -1.303 -2.211 -0.921
C -2.863 0.732 1.917
O -1.640 0.230 1.404
H -2.791 0.884 2.995
H -3.691 0.040 1.736
H -3.146 1.700 1.482
C 0.312 0.834 -1.338
Ge 1.591 0.051 -0.176
C 1.623 -1.835 0.410
C 2.593 -2.740 -0.029
C 2.537 -4.091 0.310
C 1.495 -4.568 1.096
C 0.515 -3.685 1.540
C 0.577 -2.336 1.199
C 3.481 0.584 -0.451
C 4.602 -0.057 0.083
C 5.885 0.456 -0.101
C 6.067 1.633 -0.816
C 4.962 2.293 -1.345
C 3.684 1.768 -1.169
C 1.229 1.085 1.535
C 0.566 2.322 1.440
C 0.110 2.994 2.571
C 0.305 2.445 3.831
C 0.999 1.245 3.952
C 1.462 0.583 2.818
H 3.407 -2.390 -0.657
H 3.304 -4.770 -0.045
H 1.443 -5.619 1.353
H -0.304 -4.048 2.152
H -0.202 -1.664 1.554
H 4.480 -0.965 0.668
H 6.742 -0.063 0.315
H 7.064 2.034 -0.960
H 5.096 3.215 -1.899
H 2.819 2.266 -1.602
H 0.440 2.772 0.462
H -0.404 3.943 2.466
H -0.073 2.951 4.713
H 1.168 0.817 4.936
H 1.987 -0.362 2.937
*
```

Want to see where the charge sits? The Mulliken charges in e are: -0.08, 0.01, -0.51, -0.36, -0.14, 0.01, 0.66, -0.73, -0.98, -0.09, 0.45, -0.07, 1.20, -0.65, 0.31, 0.18, 0.42, 0.30, -0.87, -0.47, 0.31, 0.25, 0.24, -0.64, 1.55, -0.36, -0.57, -0.63, -0.39, -0.78, -0.01, 0.05, -0.04, -0.70, -0.39, -0.59, -0.50, -0.19, -0.48, -0.62, -0.47, -0.58, 0.00, 0.50, 0.37, 0.36, 0.40, 0.56, 0.36, 0.37, 0.35, 0.38, 0.29, 0.52, 0.40, 0.36, 0.37, 0.33